{"formula": "C42H116N4O18", "method": "wB97M-V/def2-TZVPD", "elements": ["C", "O", "H", "H", "H", "H", "C", "O", "H", "H", "H", "H", "C", "O", "H", "H", "H", "H", "C", "O", "H", "H", "H", "H", "C", "O", "H", "H", "H", "H", "C", "O", "H", "H", "H", "H", "O", "H", "H", "O", "H", "H", "O", "H", "H", "O", "H", "H", "O", "H", "H", "O", "H", "H", "O", "H", "H", "O", "H", "H", "C", "C", "C", "C", "C", "C", "N", "O", "C", "C", "C", "H", "H", "H", "H", "H", "H", "H", "H", "H", "H", "H", "H", "H", "H", "H", "H", "H", "H", "H", "C", "C", "C", "C", "C", "C", "N", "O", "C", "C", "C", "H", "H", "H", "H", "H", "H", "H", "H", "H", "H", "H", "H", "H", "H", "H", "H", "H", "H", "H", "C", "C", "C", "C", "C", "C", "N", "O", "C", "C", "C", "H", "H", "H", "H", "H", "H", "H", "H", "H", "H", "H", "H", "H", "H", "H", "H", "H", "H", "H", "C", "C", "C", "C", "C", "C", "N", "O", "C", "C", "C", "H", "H", "H", "H", "H", "H", "H", "H", "H", "H", "H", "H", "H", "H", "H", "H", "H", "H", "H"], "xyz": [[-16.336139, 0.168055, 8.784572], [-15.915780, 0.537613, 7.491790], [-16.025982, 0.945963, 9.482251], [-17.425899, 0.158648, 8.805222], [-16.096475, -0.841205, 9.119331], [-14.978554, 0.352988, 7.396294], [-22.037535, 8.109998, 9.840595], [-23.388435, 7.894476, 9.475658], [-21.913774, 8.874845, 10.607268], [-21.635128, 7.225376, 10.334170], [-21.367020, 8.302683, 9.003115], [-23.794601, 7.200457, 10.000018], [-11.916798, 4.283997, 7.251478], [-11.536890, 4.459387, 8.640213], [-12.416296, 3.337434, 7.045019], [-12.629619, 5.050111, 6.946422], [-11.063463, 4.371159, 6.578925], [-11.202077, 5.344312, 8.802714], [-10.937622, 8.151569, 8.381541], [-10.732759, 7.070505, 9.268768], [-10.307609, 8.983910, 8.695200], [-10.740474, 7.762177, 7.382736], [-11.992658, 8.412889, 8.463560], [-10.563157, 7.423794, 10.145138], [-20.059168, 11.258397, 7.811317], [-20.456165, 11.448052, 6.448190], [-20.962026, 11.355962, 8.414152], [-19.574671, 10.291989, 7.950640], [-19.382556, 12.025078, 8.188799], [-20.292290, 12.376186, 6.265681], [-19.337274, 9.975920, 12.086267], [-18.042422, 10.029188, 12.543023], [-19.561733, 10.437534, 11.124696], [-19.669535, 8.939006, 12.036230], [-20.050442, 10.369282, 12.810666], [-17.905376, 9.322825, 13.178535], [-16.994711, 3.091829, 6.398618], [-17.692860, 3.014945, 5.748303], [-16.762574, 2.187475, 6.609562], [-13.465077, 4.293785, 13.977070], [-12.841464, 4.310022, 14.703066], [-13.207571, 3.532924, 13.456485], [-19.561065, 2.451060, 8.070978], [-20.220763, 2.230898, 8.728674], [-19.036755, 3.140500, 8.478421], [-19.214451, 3.986477, 11.715399], [-18.494939, 4.191284, 11.118257], [-19.215784, 4.706952, 12.345595], [-19.450935, 6.308546, 13.482169], [-19.834695, 5.910334, 14.263441], [-18.804070, 6.927266, 13.821244], [-12.587553, 1.815802, 9.705781], [-12.502924, 2.672183, 9.286617], [-12.335456, 1.968398, 10.616485], [-15.157443, 6.571183, 15.098946], [-14.740223, 6.217391, 15.884433], [-15.040853, 5.889255, 14.437422], [-18.470877, 2.658085, 13.804892], [-18.549510, 3.147244, 12.985883], [-17.752670, 2.044569, 13.649995], [-12.366585, 12.596348, 6.160164], [-13.414768, 11.417256, 6.127487], [-13.933794, 11.188266, 7.557463], [-15.258960, 10.366744, 7.702612], [-16.269509, 10.889321, 6.637892], [-15.780130, 11.001313, 5.199797], [-14.516232, 11.688848, 5.151179], [-14.089109, 11.968965, 3.796642], [-15.691399, 9.605788, 4.547588], [-16.948842, 11.756568, 4.395619], [-12.666102, 10.118747, 5.850081], [-12.849994, 13.477167, 6.582746], [-12.061200, 12.828027, 5.139795], [-11.475491, 12.230957, 6.670605], [-13.188262, 10.661427, 8.153048], [-14.098966, 12.189264, 7.955988], [-15.570727, 10.427239, 8.745318], [-15.004052, 9.336694, 7.453365], [-16.576306, 11.902984, 6.895692], [-17.121932, 10.218524, 6.530657], [-15.327746, 9.557306, 3.521185], [-15.079915, 8.928244, 5.143514], [-16.620166, 9.088760, 4.788815], [-17.838058, 11.131194, 4.316305], [-17.230822, 12.694736, 4.873572], [-16.648614, 11.931211, 3.362430], [-12.415465, 10.076985, 4.790111], [-13.366839, 9.325548, 6.110657], [-11.730723, 10.067108, 6.407305], [-13.932671, 11.147948, 3.324347], [-14.823808, 4.674467, 9.153114], [-15.704924, 5.059639, 10.335031], [-15.100003, 6.147412, 11.266896], [-15.068377, 7.627042, 10.781317], [-16.552685, 7.939600, 10.481583], [-17.285523, 6.864647, 9.491686], [-17.077171, 5.422030, 9.961795], [-17.695416, 4.543928, 9.120942], [-18.783423, 7.163873, 9.569753], [-16.713990, 7.145510, 8.073908], [-15.821530, 3.813199, 11.239212], [-13.900288, 4.337308, 9.623804], [-14.551143, 5.583995, 8.617843], [-15.220743, 3.978709, 8.413889], [-15.649497, 6.209467, 12.206209], [-14.029214, 5.971097, 11.369005], [-14.459668, 7.771190, 9.888678], [-14.598700, 8.182234, 11.593268], [-16.722268, 8.983745, 10.218730], [-17.023519, 7.805699, 11.455477], [-19.015578, 6.870216, 10.593452], [-19.167585, 8.170042, 9.401996], [-19.338757, 6.594615, 8.824333], [-17.046304, 8.095041, 7.654327], [-15.630259, 7.102574, 7.965369], [-16.954166, 6.417987, 7.298584], [-16.174781, 2.901152, 10.758083], [-16.444079, 4.035162, 12.105966], [-14.867293, 3.539998, 11.689648], [-17.134246, 4.509570, 8.342801], [-20.756248, 2.157444, 2.849800], [-19.615131, 2.479997, 3.846622], [-18.330989, 2.945470, 3.155172], [-18.365740, 4.357551, 2.547961], [-18.569868, 5.282878, 3.789433], [-19.878190, 4.928552, 4.562663], [-19.932987, 3.480413, 4.878632], [-20.991836, 3.122451, 5.745705], [-19.790571, 5.669395, 5.941524], [-21.081844, 5.450574, 3.788031], [-19.320000, 1.103999, 4.671673], [-21.676361, 1.867832, 3.357357], [-20.393204, 1.440718, 2.113184], [-20.941919, 3.016479, 2.205072], [-17.517503, 2.740774, 3.851184], [-18.031848, 2.254261, 2.367237], [-19.013858, 4.548812, 1.692704], [-17.333391, 4.427255, 2.205199], [-18.656912, 6.337137, 3.526645], [-17.738563, 5.086590, 4.466561], [-20.680511, 5.646200, 6.570452], [-18.974944, 5.290095, 6.557157], [-19.532013, 6.725153, 5.860106], [-21.060759, 5.013387, 2.789774], [-22.047963, 5.297645, 4.269008], [-21.103920, 6.530860, 3.644515], [-20.053247, 0.850475, 5.437291], [-18.359696, 1.005376, 5.177826], [-19.433467, 0.247200, 4.007497], [-20.524928, 2.941752, 6.564823], [-12.180796, 14.059075, 9.768468], [-10.828102, 13.778773, 10.573667], [-10.866057, 14.705033, 11.869544], [-11.952678, 14.308506, 12.872887], [-11.812536, 12.860534, 13.254733], [-11.686979, 11.808139, 12.111413], [-10.768961, 12.364686, 11.093737], [-10.465215, 11.396813, 10.155812], [-11.077521, 10.603926, 12.841523], [-13.082584, 11.376444, 11.522821], [-9.605366, 14.200336, 9.752250], [-12.176538, 13.400590, 8.899861], [-12.256388, 15.080425, 9.395331], [-13.078798, 13.849137, 10.349518], [-9.894928, 14.779086, 12.358971], [-11.173832, 15.662566, 11.449409], [-12.940466, 14.518957, 12.462910], [-12.050618, 14.947571, 13.750436], [-12.679882, 12.599498, 13.861101], [-11.083544, 12.759868, 14.058811], [-10.889632, 9.858487, 12.068783], [-10.106246, 10.908291, 13.231511], [-11.722451, 10.172645, 13.607132], [-13.779867, 12.211083, 11.595410], [-12.998531, 10.978904, 10.511384], [-13.447214, 10.549615, 12.132336], [-8.617149, 14.099694, 10.201016], [-9.846209, 15.216765, 9.440852], [-9.635985, 13.577215, 8.858447], [-9.580371, 11.085947, 10.360773]], "atomic_forces_ev_per_a": [[-0.98, 0.41, 0.57], [0.01, -0.35, -0.56], [0.22, -0.31, 0.37], [-0.09, 0.29, -0.31], [0.72, 0.04, -0.19], [0.09, 0.05, 0.06], [0.26, -0.97, 1.04], [0.02, 0.51, -0.55], [-0.23, 0.53, -0.19], [0.12, -0.29, -0.11], [-0.56, 0.19, -0.29], [0.32, 0.04, 0.09], [0.20, 0.97, 0.39], [-0.63, -1.46, -1.03], [0.23, -0.19, 0.60], [-0.13, 0.18, 0.06], [0.20, -0.13, 0.09], [0.06, 0.50, -0.10], [-0.54, -0.24, 0.31], [0.48, -0.62, 0.51], [-0.04, 0.17, -0.56], [0.18, 0.42, -0.02], [-0.05, 0.49, -0.32], [-0.07, -0.15, 0.07], [-0.60, 0.32, 0.06], [0.69, 0.05, 0.33], [0.01, -0.43, 0.34], [-0.19, -0.07, -0.14], [0.26, 0.09, -0.29], [-0.11, -0.01, -0.29], [-2.28, -1.17, 0.47], [1.57, 0.65, 0.00], [0.75, 0.18, -0.01], [-0.03, -0.32, -0.54], [-0.05, 0.64, 0.14], [0.03, 0.12, -0.04], [0.40, 0.63, 0.24], [-0.68, 0.21, -0.12], [0.27, -0.57, 0.35], [-0.18, 0.19, -0.02], [0.19, 0.04, 0.21], [-0.02, -0.20, -0.18], [-0.21, -0.35, -0.32], [-0.21, -0.09, 0.27], [0.37, 0.43, 0.19], [-0.37, -0.46, -0.30], [0.31, 0.37, -0.44], [-0.14, 0.82, 0.14], [-0.11, 0.03, -0.32], [-0.16, -0.19, 0.29], [0.29, 0.05, 0.09], [-0.31, -0.52, -0.02], [0.28, 0.51, -0.11], [0.12, 0.03, 0.13], [-0.23, 0.44, 0.02], [0.03, -0.08, 0.18], [0.18, -0.36, -0.24], [0.35, -0.51, 1.21], [-0.37, 0.10, -0.80], [0.13, -0.18, 0.11], [-1.26, -0.99, -0.87], [0.93, -0.28, -0.12], [-1.62, 0.68, 0.12], [1.11, 0.81, -1.92], [0.36, -0.17, 0.69], [-0.73, -0.50, -1.46], [0.56, 1.59, 0.16], [-0.11, 0.27, 1.46], [0.00, -0.84, 1.62], [1.17, -0.40, 0.31], [-0.21, 0.08, -1.07], [0.36, 0.03, 0.19], [-0.08, 0.04, -0.05], [-0.15, 0.38, 0.43], [0.34, 0.39, -0.07], [-0.08, -0.01, 0.50], [-0.37, -0.05, -0.19], [-0.21, -0.21, 0.27], [-0.31, -0.07, 0.33], [-0.37, 0.23, 0.53], [-0.56, 0.05, -0.04], [0.80, 0.26, -0.05], [-0.60, 0.15, -1.19], [0.05, -0.18, 0.39], [0.18, 0.06, -0.04], [0.21, 0.22, 0.12], [0.08, -0.34, -0.13], [0.59, -0.41, -0.12], [-0.17, -0.12, 0.14], [0.08, -0.62, 0.11], [0.83, 1.38, 0.32], [-0.51, -1.15, 0.61], [0.85, 1.19, -1.46], [-1.44, -1.26, -0.90], [0.09, -1.34, 0.46], [1.51, 1.64, -0.27], [-0.05, 3.56, 1.79], [-0.09, -0.72, -0.69], [0.02, -0.71, 0.05], [0.14, -0.61, -0.60], [0.12, -0.16, 0.59], [0.04, -0.40, -0.50], [0.14, -0.04, -0.19], [-0.08, -0.29, 0.37], [0.21, -0.56, 0.14], [-0.11, -0.92, 0.68], [0.19, -0.14, -0.10], [-0.39, 0.41, -0.06], [-0.26, -0.21, -0.50], [-0.42, 0.09, 0.07], [-0.70, -0.10, -0.10], [0.90, 0.41, 0.12], [-0.01, -0.52, 0.27], [-0.12, 0.14, 0.34], [0.16, 0.46, 0.68], [-0.77, -0.37, 0.12], [-0.23, 0.22, -0.28], [-0.29, 0.01, -0.10], [0.33, 0.17, -0.27], [0.00, -0.51, -0.99], [0.76, 0.80, -0.29], [-0.50, -1.86, 1.48], [-0.69, -1.05, -0.90], [1.22, -0.09, 2.06], [-0.96, -0.91, -0.62], [-0.22, 0.73, 1.41], [1.42, 0.44, -0.19], [-0.33, 0.46, -1.30], [0.35, 0.10, 0.04], [-0.41, 0.18, -0.45], [-0.61, 0.29, -0.91], [0.13, -0.14, -0.13], [-0.19, -0.59, 0.36], [-0.30, 0.28, 0.26], [0.21, 0.97, 0.18], [-0.56, -0.37, -0.28], [-0.27, -0.32, 0.27], [0.02, 0.71, -0.33], [0.28, 0.05, 0.08], [0.17, 0.30, -0.01], [-0.24, -0.32, -0.34], [0.07, -0.51, -0.09], [-0.15, 0.21, -0.58], [-0.38, -0.01, 0.00], [0.11, -0.70, 0.09], [0.64, 0.20, 0.06], [-0.26, 0.72, 0.01], [0.23, 0.43, -0.26], [0.38, 0.06, -0.41], [0.29, -0.17, 0.62], [1.26, -0.62, 0.03], [-1.52, 0.04, 2.12], [-0.96, -0.19, -0.76], [-0.30, 0.11, -0.66], [-1.21, -0.17, 0.70], [-0.61, 1.01, 0.63], [0.97, 1.00, 1.46], [-0.34, -0.56, -1.46], [0.77, -0.02, -1.48], [0.80, 0.18, 0.77], [-1.25, -0.87, -0.63], [-0.12, -0.05, -0.04], [0.22, 0.11, 0.10], [0.24, -0.03, 0.08], [0.10, -0.09, -0.18], [0.48, 0.39, 0.18], [-0.13, -0.37, -0.62], [0.87, 0.04, 0.25], [-0.57, -0.26, -0.27], [0.92, -0.13, -0.61], [-0.01, -0.46, 0.17], [-0.03, -0.16, 0.28], [0.00, 0.29, -0.04], [-0.14, -0.17, -0.28], [0.08, 0.32, -0.10], [-0.27, 0.11, 0.10], [-0.28, 0.12, 0.36], [0.51, 0.11, 0.01], [0.30, 0.08, -0.25], [0.20, 0.16, 0.12]], "lowdin_charge": [-0.143, -0.121, 0.064, 0.078, 0.082, 0.087, -0.169, -0.105, 0.069, 0.074, 0.063, 0.076, -0.125, -0.147, 0.078, 0.069, 0.076, 0.024, -0.126, -0.133, 0.080, 0.091, 0.068, 0.088, -0.162, -0.120, 0.074, 0.060, 0.075, 0.069, -0.197, -0.098, 0.079, 0.058, 0.079, 0.075, -0.045, -0.016, 0.003, -0.041, 0.044, 0.032, -0.026, 0.063, 0.014, -0.039, 0.008, 0.004, -0.029, 0.060, 0.041, -0.050, -0.025, 0.027, -0.059, 0.027, -0.014, -0.073, -0.060, 0.021, -0.015, -0.474, -0.140, -0.135, -0.127, -0.508, -0.070, -0.012, -0.028, -0.012, -0.045, 0.078, 0.074, 0.075, 0.098, 0.107, 0.102, 0.074, 0.118, 0.101, 0.086, 0.061, 0.080, 0.076, 0.076, 0.072, 0.085, 0.063, 0.073, 0.072, -0.009, -0.471, -0.110, -0.157, -0.104, -0.381, -0.122, -0.031, -0.038, -0.022, -0.025, 0.070, 0.068, 0.091, 0.109, 0.121, 0.090, 0.104, 0.101, 0.088, 0.075, 0.063, 0.077, 0.073, 0.056, 0.071, 0.078, 0.076, 0.068, 0.055, -0.027, -0.456, -0.154, -0.144, -0.116, -0.478, -0.115, -0.019, -0.035, -0.033, -0.007, 0.088, 0.079, 0.057, 0.101, 0.119, 0.108, 0.104, 0.114, 0.108, 0.082, 0.052, 0.078, 0.061, 0.087, 0.083, 0.071, 0.063, 0.069, 0.036, -0.012, -0.438, -0.124, -0.197, -0.155, -0.472, -0.116, -0.038, -0.048, -0.007, -0.033, 0.048, 0.082, 0.060, 0.116, 0.108, 0.100, 0.112, 0.118, 0.113, 0.065, 0.086, 0.091, 0.073, 0.062, 0.066, 0.087, 0.086, 0.071, 0.101], "total_charge": 0, "e_homo_ev": -7.82, "lumo_energy_ev": -0.14, "orbital_gap_ha": 0.2821, "energy_ha": -3242.8403}